(1)
Here is a molecular structure, C35H28F3MoN2O4Sb from the Open Molecules 2025 dataset. Energies are from ωB97M-V with the def2-TZVPD basis set.

Output
Electronic energy, hartree: -2368.40085
ΔE to the lowest compared entry with this formula, charge and spin, eV: 0.931
LUMO level, eV: -7.24
Multiplicity: 1
Orbital gap, eV: 6.12
Net charge: +2
Highest occupied orbital energy, hartree: -0.491

The geometry in XYZ format:
```
74
C35H28F3MoN2O4Sb | the Open Molecules 2025 dataset | ωB97M-V with the def2-TZVPD basis set
O 0.643 -1.845 -0.931
H -4.467 1.388 0.045
C 1.523 1.624 4.097
H 1.813 -3.158 -2.909
C 1.008 -2.110 3.696
H -1.399 3.942 5.145
Mo -0.509 1.202 -0.478
C 1.692 3.270 -0.565
C -0.051 -3.017 -0.463
H -4.582 -2.166 -4.613
H 0.910 -2.381 -4.224
H 2.659 1.069 -3.023
H 1.621 -3.663 5.065
Sb 0.076 0.123 1.924
C 2.322 -1.932 1.666
H 4.342 2.738 -2.601
H 0.067 -3.040 0.615
C 2.496 2.624 -1.511
C 3.118 -2.982 2.090
H 3.602 5.942 0.134
C -3.958 0.610 0.597
F -5.888 -0.694 0.574
C 0.281 1.509 3.476
O 0.502 2.692 -0.231
C 0.843 -2.761 -3.208
H -1.753 2.238 3.379
H 2.345 0.971 3.828
H 3.949 -3.341 1.498
H -0.228 0.095 -5.212
H 2.516 -1.468 0.708
C 2.068 1.422 -2.182
C -0.598 3.290 4.828
C 4.113 4.396 -1.264
N 1.008 0.747 -1.900
C -2.020 -0.577 -6.184
C -2.807 -1.470 -3.669
C -1.574 -0.836 -3.834
C 3.715 3.215 -1.859
H 0.206 -1.762 4.338
C -4.623 -0.554 0.937
C -1.983 -0.285 1.724
H -3.888 -1.383 -6.862
C 1.794 -3.167 4.120
N 0.724 -0.290 -2.816
H -2.206 -2.253 2.569
O -1.255 -0.102 -1.539
C 2.073 4.455 0.031
C -0.670 -0.720 -2.669
C -3.635 -1.668 -4.762
C -1.190 -0.387 -5.094
C 1.711 2.576 5.085
F 0.829 4.319 6.363
C -0.778 2.338 3.841
H 0.385 -3.920 -0.888
C 0.648 3.396 5.425
H -1.719 -0.229 -7.163
C -2.685 -1.447 2.029
C -4.008 -1.581 1.641
H 0.104 -3.563 -3.199
H -4.579 -2.470 1.874
H -1.111 -2.965 -0.729
O -3.222 -1.947 -2.451
H 2.658 2.690 5.593
C 0.435 -1.655 -2.279
H 1.421 4.928 0.753
H 5.058 4.845 -1.534
C 1.264 -1.504 2.465
C -2.631 0.724 0.995
C -3.237 -1.225 -6.013
H -2.850 -1.405 -1.744
C 2.834 -3.584 3.304
H -2.158 1.707 0.768
F 3.595 -4.594 3.708
C 3.292 5.013 -0.323
```

Löwdin population analysis, charges in e, atoms 1 to 6: O -0.141; H 0.144; C -0.109; H 0.108; C -0.105; H 0.135

(2)
Here is 10 unconnected molecules or ions with the total composition C47H59N7O3 at a distorted geometry from the Open Molecules 2025 dataset. Energies are from ωB97M-V with the def2-TZVPD basis set.

Output
Electronic energy, hartree: -2435.13023
Structure (SMILES): c1ccncc1.c1ccncc1.c1ccncc1.c1ccncc1.c1ccncc1.c1ccncc1.c1ccncc1.C1CCOC1.C1CCOC1.C1CCOC1
ΔE to the lowest compared entry with this formula, charge and spin, eV: 0.000
LUMO level, eV: 0.43
Multiplicity: 1
Orbital gap, eV: 9.85
Net charge: 0
Highest occupied orbital energy, hartree: -0.346

The geometry in XYZ format:
```
116
C47H59N7O3 | the Open Molecules 2025 dataset | ωB97M-V with the def2-TZVPD basis set
N -0.285 8.094 7.423
N 2.794 7.681 -1.960
C 1.667 8.049 -2.563
H -7.737 -0.797 -2.327
C 2.807 9.581 -4.008
H -0.480 -4.156 -10.391
H 4.263 1.957 -7.054
H 1.184 -1.612 -10.067
O -0.386 -3.006 -8.647
C 1.199 6.755 6.008
C -6.553 8.116 0.040
C -4.426 -7.831 3.886
C -8.344 -1.701 -2.302
H 3.818 -5.144 9.572
H -6.421 -4.427 -2.877
C 5.302 2.012 -6.766
C -0.391 0.416 -0.364
C 3.984 8.223 -2.407
H 2.745 -3.082 -8.932
H -2.063 -1.418 2.587
H 4.554 -2.850 10.280
H 6.526 -3.474 0.163
H 2.422 6.826 9.099
H 1.170 -2.711 -7.275
H 0.109 -1.574 -1.062
C -7.701 5.973 -0.119
H 3.368 -0.897 9.460
C 0.842 -3.417 -8.038
H -9.393 -1.413 -2.372
H -8.009 -1.752 -0.186
C -0.491 -0.995 -0.376
H 4.629 -6.355 2.579
H 5.034 -2.920 0.992
H 2.729 10.318 -4.794
H 1.356 -1.238 8.030
C -0.294 -3.139 -10.045
C 2.937 -1.870 9.275
C 1.632 8.924 -3.632
N -3.074 -8.874 5.610
H -5.025 -6.993 3.561
H -6.448 9.169 -0.176
H -1.164 -2.746 0.697
H 4.119 -4.994 0.321
C 0.033 7.516 6.201
C 1.097 -2.675 -10.290
H -8.682 -3.393 -3.437
H 9.048 2.081 -6.064
H -1.029 2.167 0.687
H 7.509 2.864 -4.330
N 7.585 1.635 -7.469
C 7.990 2.085 -6.281
H 1.424 6.324 5.044
C -7.851 -2.695 -3.342
H -8.540 5.423 -0.520
H 5.955 -4.668 4.055
C 6.117 -4.866 2.995
N -1.655 0.454 1.683
C -2.889 -9.947 4.818
C -8.058 -2.424 -1.043
C 5.742 2.531 -5.552
O 6.551 -3.740 2.254
H -3.940 -6.925 5.777
C -5.677 6.252 1.123
H -7.568 -2.135 -4.234
C -1.743 -0.937 1.674
H -6.570 4.399 0.909
C -4.230 -8.945 3.058
H 0.666 9.191 -4.035
C 7.123 2.575 -5.296
H -5.705 -2.845 -2.859
H 3.988 -4.658 2.667
C 1.793 -3.513 -9.239
C -1.042 1.087 0.654
H -3.339 -10.966 2.966
C 2.103 6.519 7.057
C -6.625 -3.384 -2.636
H -0.983 -2.484 -10.580
C 6.275 1.589 -7.655
C -3.479 -10.058 3.534
H -8.505 7.838 -0.863
H 3.051 6.006 6.985
H -0.561 7.806 5.348
H 6.785 -5.714 2.846
H 0.370 8.376 9.350
C 5.051 -4.999 0.886
C 2.103 -4.337 8.526
H 0.552 -4.378 -7.613
H 4.912 9.617 -3.828
C -1.176 -1.668 0.631
H 0.188 0.988 -1.074
C -6.723 5.444 0.684
H 1.930 -4.564 -9.491
N -5.553 7.545 0.770
C -3.778 -7.763 5.116
H -4.895 5.898 1.779
C 1.769 7.054 8.269
H -4.598 -8.993 2.044
H 4.866 7.919 -1.863
H -8.860 -3.096 -0.737
C 4.798 -5.307 2.333
C 0.592 7.868 8.423
H 5.930 1.296 -8.636
H 1.533 -2.845 -11.275
H -2.256 -10.734 5.200
C 1.848 -2.085 8.484
N 1.336 -3.291 8.117
H 1.652 -5.276 8.240
O -6.844 -3.165 -1.237
H 0.739 7.691 -2.139
C 5.820 -3.674 0.969
H 5.612 -5.774 0.363
H 5.055 2.849 -4.783
C 3.722 -2.954 9.599
C 4.007 9.163 -3.450
C -7.678 7.364 -0.356
C 3.311 -4.248 9.245
```

Löwdin population analysis, charges in e, atoms 1 to 6: N 0.041; N 0.044; C -0.175; H 0.115; C -0.082; H 0.122

(3)
Here is a molecular structure, C12H30N2O4 at a distorted geometry from the Open Molecules 2025 dataset. Energies are from ωB97M-V with the def2-TZVPD basis set.

Output
Electronic energy, hartree: -885.29339
ΔE to the lowest compared entry with this formula, charge and spin, eV: 7.680
LUMO level, eV: 0.17
Multiplicity: 1
Orbital gap, eV: 8.78
Net charge: 0
Highest occupied orbital energy, hartree: -0.316

The geometry in XYZ format:
```
48
C12H30N2O4 | the Open Molecules 2025 dataset | ωB97M-V with the def2-TZVPD basis set
H -4.390 1.505 -2.289
H 3.386 1.950 0.154
H -0.949 -3.848 2.157
H 2.053 2.736 0.913
H -0.392 -4.719 0.696
H -0.184 -0.522 -1.346
N -3.758 4.582 -1.535
H -1.516 1.460 1.046
C 2.331 1.818 0.396
C -0.647 1.944 3.621
C 0.472 -2.701 1.089
C 1.723 -1.534 -1.984
H -1.878 -1.200 0.733
O -0.564 -1.216 -0.802
C -1.530 0.849 0.144
H -3.475 1.570 -0.746
C -1.057 -0.605 0.335
H 2.834 -0.584 -4.819
C -3.567 1.977 -1.753
H -2.644 1.820 -2.311
H 0.426 -1.921 -0.746
H -0.516 3.026 3.587
H -0.215 -0.554 1.026
N 0.624 0.976 -1.441
H 1.932 -0.573 -1.513
H 0.147 -1.726 1.453
H 1.966 -2.252 -1.201
H -0.061 0.256 2.270
O 0.542 2.100 1.728
H -0.698 1.640 4.666
H -1.664 1.683 3.329
C -0.582 -3.741 1.136
C 0.347 1.133 2.773
H -0.835 1.418 -0.475
H -1.372 -3.568 0.406
H 3.626 -1.656 -3.051
H 0.656 -1.365 -2.123
H -2.484 0.899 -0.380
C 2.549 -1.728 -3.206
C -3.666 3.453 -1.648
H 1.111 2.811 2.031
C 1.361 1.345 -0.617
H 2.463 -2.777 -3.490
H 1.353 -2.939 1.685
O 0.922 -2.541 -0.207
H 1.309 0.923 3.239
H 2.391 1.191 1.286
O 2.119 -0.796 -4.214
```

Löwdin population analysis, charges in e, atoms 1 to 6: H 0.092; H 0.095; H 0.078; H 0.078; H 0.079; H 0.028